(1)
The following is a DFT calculation (the ωB97M-V functional and the def2-TZVPD basis) of an isolated ion of composition C28H39FI2N3O9 and charge +1 at a distorted geometry.

Values from the calculation:
charge	+1
HOMO	-11.55	eV
lowest unoccupied orbital energy	-3.28	eV
energy	-71470.3581	eV
relative energy (zero: lowest compared OMol25 entry of this formula, charge and spin)	0.0	kJ/mol
spin multiplicity	1

Positions of all 82 atoms, in Å:
C 0.4818 1.2456 4.3697
O 0.4426 0.7603 3.0330
C 1.0967 1.6505 2.1714
N 0.5733 1.5820 0.7453
C 0.9006 2.9407 0.1571
C -0.2401 3.9146 -0.1896
C 0.3368 5.2168 -0.7240
O -0.3765 6.1775 -0.8211
O 1.6734 5.2547 -1.0402
C -0.9087 1.4961 1.0157
C -1.5266 0.1263 1.2620
C -2.9037 -0.0045 0.6303
O -3.8615 0.7716 1.3130
O -4.9221 -0.0503 1.7890
C -0.6898 -1.1213 0.8840
C 0.7994 -0.9491 0.5850
C 1.1701 -2.2327 -0.2731
O 2.2812 -2.6911 -0.3393
N 0.0567 -3.0504 -0.8560
C -0.0999 -4.2755 -0.1920
O 0.5328 -5.2868 -0.3060
F -1.1345 -4.2143 0.6726
C 1.7075 -1.3194 1.8032
C 1.3368 -2.4297 2.5439
C 2.1455 -2.7946 3.5777
C 3.2764 -2.0644 3.8329
N 3.7063 -1.0304 3.1449
C 2.8721 -0.7227 2.1415
C 1.1285 0.4319 -0.1001
C 0.2919 0.6506 -1.4501
C -0.3987 -0.4710 -2.2057
C -0.8328 0.1099 -3.5859
C -1.6600 -0.9599 -4.2996
C -3.0702 -1.1062 -3.7622
O -3.5241 -2.4631 -3.9190
C -2.9684 -3.2826 -2.9795
C -3.5326 -3.3011 -1.5872
O -2.0480 -4.0224 -3.2641
C 2.5695 0.5208 -0.7016
I 2.9903 -0.6281 -2.5087
C 3.6368 1.2755 -0.4070
C 3.8206 2.2815 0.6899
I 5.5175 1.2564 -1.4379
H 0.1912 0.4423 5.0281
H 1.4809 1.6009 4.6163
H -0.2122 2.0779 4.4931
H 2.1558 1.4627 2.2735
H 0.8995 2.6379 2.5805
H 1.5108 2.8719 -0.7287
H 1.5212 3.5264 0.8133
H -0.8307 3.5230 -1.0123
H -0.9045 4.1615 0.6246
H 1.7701 5.1981 -1.9973
H -1.5128 1.8683 0.1973
H -1.1430 2.2069 1.7901
H -1.7383 0.0842 2.3242
H -3.1850 -1.0507 0.6238
H -2.8492 0.2826 -0.4260
H -4.5322 -0.6289 2.4593
H -1.1919 -1.5353 0.0259
H -0.9099 -1.8287 1.6698
H 0.3605 -3.2826 -1.7951
H 0.4647 -3.0193 2.3243
H 1.8960 -3.6457 4.1827
H 3.8828 -2.3598 4.6773
H 3.2147 0.1054 1.5465
H 0.8807 1.1915 -2.1784
H -0.5038 1.3897 -1.3489
H -1.3483 -0.7863 -1.8050
H 0.2053 -1.3126 -2.4940
H 0.0247 0.4122 -4.1738
H -1.4923 0.9489 -3.3561
H -1.7455 -0.6771 -5.3422
H -1.1431 -1.9093 -4.2429
H -3.7855 -0.4923 -4.2877
H -3.1698 -0.8574 -2.7002
H -4.4472 -2.7294 -1.4659
H -3.7649 -4.3268 -1.3359
H -2.7921 -2.9767 -0.8672
H 4.6791 1.9729 1.2833
H 4.1834 3.2038 0.2423
H 3.0786 2.6043 1.3995

Atoms 1-3, force components in eV/Å:
0.0 0.3 -0.1
-0.2 -0.1 -0.7
0.1 -0.4 2.0

(2)
The following is a DFT calculation (the ωB97M-V functional and the def2-TZVPD basis) of a 3-piece molecular cluster, CH8NO3 overall at a distorted geometry.

Values from the calculation:
charge	-1
HOMO	-3.95	eV
lowest unoccupied orbital energy	4.39	eV
energy	-8800.3402	eV
relative energy (zero: lowest compared OMol25 entry of this formula, charge and spin)	12.7	kJ/mol
spin multiplicity	1

Positions of all 13 atoms, in Å:
N -1.5068 -1.5481 -0.8456
C -1.2160 -0.0843 -0.7878
O -0.1043 0.2221 -0.0910
H -0.5985 -1.9624 -0.9970
H -1.8559 -1.7793 0.0558
H -1.1851 0.2857 -1.8407
H -2.1517 0.3712 -0.4013
H 1.1915 -0.7679 0.2134
H 2.1961 -0.8867 1.3667
O 2.0349 -1.2122 0.5024
H 0.3372 1.6067 0.4157
H -0.1578 2.7725 1.4104
O 0.5814 2.4720 0.8966

Atoms 1-3, force components in eV/Å:
-0.1 1.1 -1.1
-0.3 0.1 -0.5
0.1 -0.2 0.1

(3)
The following is a DFT calculation (the ωB97M-V functional and the def2-TZVPD basis) of a 2-piece molecular cluster, C3H4ClNO2 overall at a distorted geometry.

Values from the calculation:
charge	0
structure (SMILES)	O=CN1CC1=O.Cl
HOMO	-10.71	eV
lowest unoccupied orbital energy	-0.02	eV
energy	-21281.1220	eV
relative energy (zero: lowest compared OMol25 entry of this formula, charge and spin)	231.7	kJ/mol
spin multiplicity	1

Positions of all 11 atoms, in Å:
O 1.2549 1.1626 0.3997
C 1.1309 0.0821 0.8685
N 0.1359 -0.7312 0.7438
C -0.7406 -1.1546 -0.3461
C -0.2297 -2.0847 0.6634
O -0.0877 -3.1892 1.0120
H 1.8877 -0.1917 1.7009
H -0.3909 -1.0307 -1.3817
H -1.8649 -0.8445 -0.2524
Cl 0.5707 2.7118 -1.9717
H 1.0769 2.1352 -0.8729

Atoms 1-3, force components in eV/Å:
0.2 1.9 -1.5
3.7 0.4 4.1
-2.4 -2.9 0.1

> Look up the HOMO of the third one.

-10.71 eV